This record from the Open Molecules 2025 dataset describes C4H5N3O in the gas phase. The level of theory is ωB97M-V/def2-TZVPD.

The structure (SMILES) is [H]/N=C1C=C/C(=N\[H])N/1O. As for the LUMO energy: -0.447 eV. The HOMO energy comes out at -9.10 eV.

```
13
C4H5N3O (ωB97M-V/def2-TZVPD)
H 1.11 -1.80 -1.69
N 0.73 -2.34 -0.71
C 0.34 -1.30 -0.04
C -0.16 -1.04 1.34
C -0.25 0.24 1.36
C -0.28 0.90 0.06
N -0.20 2.14 -0.34
H -0.52 2.85 0.25
N -0.19 0.01 -0.72
O -0.21 0.25 -2.05
H -0.14 -1.69 2.21
H -0.72 0.70 2.20
H 0.49 1.09 -1.88
```

=====

This record from the Open Molecules 2025 dataset describes C4H5N3O in the gas phase. The level of theory is ωB97M-V/def2-TZVPD.

The structure (SMILES) is [H]/N=C/n1ccc(O)n1. As for the LUMO energy: 0.847 eV. The HOMO energy comes out at -8.64 eV.

```
13
C4H5N3O (ωB97M-V/def2-TZVPD)
H 0.49 3.38 -0.83
N 0.71 2.46 -0.45
C -0.37 1.86 -0.22
N -0.18 0.51 0.28
C -1.22 -0.45 0.31
C -0.68 -1.69 0.29
C 0.76 -1.40 0.24
O 1.73 -2.33 0.08
N 1.00 -0.06 0.14
H -1.36 2.23 -0.33
H -2.27 -0.17 0.06
H -1.17 -2.71 0.26
H 2.55 -1.61 0.17
```

=====

This record from the Open Molecules 2025 dataset describes C4H5N3O in the gas phase. The level of theory is ωB97M-V/def2-TZVPD.

The structure (SMILES) is [H]/N=c1\oc(N)c2n1C2. As for the LUMO energy: 0.235 eV. The HOMO energy comes out at -7.61 eV.

```
13
C4H5N3O (ωB97M-V/def2-TZVPD)
H -2.38 -2.12 0.36
N -2.32 -1.17 0.16
C -1.23 -0.65 -0.07
O 0.07 -1.16 0.04
C 0.99 -0.24 -0.12
N 2.27 -0.57 -0.32
C 0.21 1.06 -0.75
N -1.17 0.63 -0.45
C -0.54 1.66 0.36
H 2.86 0.22 -0.49
H 2.29 -1.62 -0.43
H -0.24 1.29 1.30
H -0.81 2.68 0.40
```

=====

This record from the Open Molecules 2025 dataset describes C4H5N3O in the gas phase. The level of theory is ωB97M-V/def2-TZVPD.

The structure (SMILES) is [H]/N=C\n1cc(O)cn1. As for the LUMO energy: 0.469 eV. The HOMO energy comes out at -8.81 eV.

```
13
C4H5N3O (ωB97M-V/def2-TZVPD)
H -2.47 1.11 0.18
N -2.98 0.13 0.09
C -2.01 -0.65 0.01
N -0.62 -0.28 -0.14
C 0.52 -0.99 0.00
C 1.49 -0.02 0.00
O 2.79 -0.25 0.02
C 0.87 1.19 0.03
N -0.42 1.10 -0.03
H -2.00 -1.79 -0.13
H 0.52 -2.12 -0.07
H 3.00 -1.15 0.41
H 1.43 2.12 -0.17
```

=====

This record from the Open Molecules 2025 dataset describes C4H5N3O in the gas phase. The level of theory is ωB97M-V/def2-TZVPD.

The structure (SMILES) is N#C[C@@H]1CN1/C=N\O. As for the LUMO energy: 0.698 eV. The HOMO energy comes out at -9.21 eV.

```
13
C4H5N3O (ωB97M-V/def2-TZVPD)
N 2.55 -1.43 0.53
C 2.06 -0.52 -0.06
C 1.21 0.73 -0.29
C 0.07 1.17 0.51
N -0.02 0.34 -0.71
C -0.43 -0.97 -0.65
N -1.41 -1.42 0.02
O -2.20 -0.34 0.29
H 1.77 1.54 -0.72
H -0.41 0.74 1.40
H -0.42 2.25 0.33
H 0.46 -1.65 -0.95
H -3.21 -0.44 0.29
```

=====

This record from the Open Molecules 2025 dataset describes C4H5N3O in the gas phase. The level of theory is ωB97M-V/def2-TZVPD.

The structure (SMILES) is [H]/N=C1/NN=C[C@@H]2O[C@H]12. As for the LUMO energy: 0.495 eV. The HOMO energy comes out at -8.91 eV.

```
13
C4H5N3O (ωB97M-V/def2-TZVPD)
H 2.70 -0.92 -0.17
N 2.35 -0.03 -0.17
C 1.07 -0.04 0.10
N 0.62 1.19 0.57
N -0.62 1.72 0.32
C -1.49 0.89 -0.29
C -1.29 -0.57 -0.35
O -1.01 -1.05 0.98
C 0.08 -1.03 0.08
H 1.38 1.95 0.49
H -2.36 1.32 -0.68
H -1.93 -1.32 -0.86
H 0.50 -2.12 -0.02
```

=====

This record from the Open Molecules 2025 dataset describes C4H5N3O in the gas phase. The level of theory is ωB97M-V/def2-TZVPD.

The structure (SMILES) is N#C[C@H]1CN1NC=O. As for the LUMO energy: 0.686 eV. The HOMO energy comes out at -10.25 eV.

```
13
C4H5N3O (ωB97M-V/def2-TZVPD)
N 0.57 -2.72 0.94
C 0.11 -1.98 0.17
C -0.48 -1.04 -0.76
C -1.58 -0.16 -0.25
N -0.29 0.40 -0.56
N 0.50 0.82 0.50
C 1.48 1.74 0.24
O 2.31 2.06 1.06
H -0.45 -1.37 -1.80
H -2.39 0.14 -0.89
H -1.83 -0.28 0.81
H 0.65 0.23 1.31
H 1.40 2.17 -0.77
```

=====

This record from the Open Molecules 2025 dataset describes C4H5N3O in the gas phase. The level of theory is ωB97M-V/def2-TZVPD.

The structure (SMILES) is C=Nn1ccnc1O. As for the LUMO energy: -0.021 eV. The HOMO energy comes out at -8.56 eV.

```
13
C4H5N3O (ωB97M-V/def2-TZVPD)
C -0.05 0.30 2.33
N 0.79 0.59 1.30
N 0.32 -0.06 0.10
C 1.33 -0.09 -0.76
C 0.76 -0.41 -1.92
N -0.68 -0.39 -1.89
C -0.83 0.01 -0.59
O -2.10 0.31 -0.02
H -1.21 -0.26 2.56
H 0.62 0.26 3.21
H 2.49 0.09 -0.45
H 1.09 -0.82 -2.99
H -2.54 0.45 -0.87
```

=====

This record from the Open Molecules 2025 dataset describes 2 unconnected molecules or ions with the total composition C4H5N3O2. The level of theory is ωB97M-V/def2-TZVPD.

As for the LUMO energy (spin up / spin down): -1.721 / -1.779 eV. The HOMO energy (spin up / spin down) comes out at -9.09 / -10.28 eV.

```
14
C4H5N3O2 (ωB97M-V/def2-TZVPD)
C -0.36 -0.30 -2.22
C -0.65 0.49 0.07
C -1.03 1.29 2.23
C -0.68 -0.53 -0.89
N -0.09 -0.12 -3.33
N -1.02 0.25 1.27
N 3.02 -1.76 -1.33
O 3.13 -2.94 -1.38
O 2.12 -1.00 -1.12
H -0.31 1.49 -0.25
H -0.63 2.25 1.87
H -0.45 0.96 3.10
H -2.06 1.43 2.58
H -1.00 -1.52 -0.61
```

=====

This record from the Open Molecules 2025 dataset describes C4H5N3O2 in the gas phase. The level of theory is ωB97M-V/def2-TZVPD.

The expectation value of S² is 2.02. Its spin multiplicity is 3. As for the LUMO energy (spin up / spin down): 0.431 / -1.247 eV. The HOMO energy (spin up / spin down) comes out at -7.20 / -8.44 eV.

```
14
C4H5N3O2 (ωB97M-V/def2-TZVPD)
C 0.92 -0.36 -0.52
C 0.18 -1.47 -0.70
C 0.61 0.92 0.10
C -2.04 -0.90 0.23
N -1.13 -1.73 -0.36
N -0.55 1.16 0.59
N 1.70 1.85 0.18
O -1.01 2.17 1.13
O -3.17 -0.85 0.66
H 1.89 -0.47 -0.93
H 0.66 -2.30 -1.17
H -1.40 -2.73 -0.24
H 1.37 2.74 -0.17
H 1.96 1.96 1.20
```

=====

This record from the Open Molecules 2025 dataset describes C4H5N3O3 in the gas phase. The level of theory is ωB97M-V/def2-TZVPD.

As for the LUMO energy (spin up / spin down): -1.615 / -1.162 eV. The HOMO energy (spin up / spin down) comes out at -10.16 / -8.16 eV.

```
15
C4H5N3O3 (ωB97M-V/def2-TZVPD)
C -0.62 1.72 1.83
C 0.18 0.41 1.91
C 0.28 -0.27 -0.40
C -0.08 -1.45 -1.18
N -1.38 2.11 0.95
N 0.43 -0.30 0.87
N 0.77 0.88 -1.26
O 0.97 0.62 -2.46
O 1.01 1.96 -0.70
O -0.55 -2.55 -0.52
H -0.24 2.37 2.59
H 0.69 -0.03 2.79
H 0.80 -1.74 -1.72
H -0.75 -1.22 -2.06
H -1.50 -2.53 -0.66
```

=====

This record from the Open Molecules 2025 dataset describes C4H5N3O4 in the gas phase. The level of theory is ωB97M-V/def2-TZVPD.

The structure (SMILES) is O=C1NCN=C[C@]1(O)[N+](=O)[O-]. As for the LUMO energy: -0.213 eV. The HOMO energy comes out at -10.25 eV.

```
16
C4H5N3O4 (ωB97M-V/def2-TZVPD)
O -0.02 -0.49 2.31
C -0.30 -0.09 1.20
N -1.52 0.13 0.74
C -1.77 0.80 -0.54
N -0.55 1.23 -1.17
C 0.58 0.87 -0.90
C 0.89 -0.09 0.15
O 2.26 0.31 0.67
N 1.00 -1.47 -0.40
O 1.96 -2.10 -0.06
O 0.17 -1.76 -1.23
H -2.16 0.00 1.45
H -2.46 1.62 -0.30
H -2.34 0.13 -1.37
H 1.37 1.35 -1.51
H 2.89 -0.44 0.96
```

=====

This record from the Open Molecules 2025 dataset describes 2 unconnected molecules or ions with the total composition C4H5N3OS. The level of theory is ωB97M-V/def2-TZVPD.

The structure (SMILES) is N#Cc1nccs1.[NH3+][O-]. As for the LUMO energy: 0.228 eV. The HOMO energy comes out at -8.91 eV.

```
14
C4H5N3OS (ωB97M-V/def2-TZVPD)
N 1.46 1.95 0.11
C 0.48 1.42 -0.06
C -0.75 0.72 -0.19
N -1.96 1.18 -0.34
C -2.93 0.26 -0.14
C -2.41 -0.93 0.25
S -0.69 -0.94 0.12
H -3.92 0.62 -0.16
H -2.97 -1.86 0.63
N 2.84 -0.41 -0.05
O 1.75 -0.77 -0.79
H 2.82 0.64 0.18
H 3.75 -0.95 -0.37
H 2.51 -0.93 0.82
```

=====

This record from the Open Molecules 2025 dataset describes a molecular structure, C4H5N3S. The level of theory is ωB97M-V/def2-TZVPD.

As for the LUMO energy: 0.634 eV. The HOMO energy comes out at -8.91 eV.

```
13
C4H5N3S (ωB97M-V/def2-TZVPD)
C -1.74 -0.13 -0.38
C 0.29 -0.72 -0.51
C 1.60 -0.89 0.09
C 1.36 0.58 0.47
H -3.68 1.13 -0.42
H 1.72 -1.32 1.01
H 2.47 -0.91 -0.64
H 0.91 0.89 1.45
H 2.26 1.30 0.22
N -0.88 -1.33 -0.39
N 0.20 0.65 -0.65
N -1.09 1.01 -0.44
S -3.42 -0.24 0.18
```

=====

This record from the Open Molecules 2025 dataset describes 2 unconnected molecules or ions with the total composition C4H5N4O2. The level of theory is ωB97M-V/def2-TZVPD.

The total charge is -1. As for the LUMO energy (spin up / spin down): 3.453 / 3.747 eV. The HOMO energy (spin up / spin down) comes out at -2.98 / -3.03 eV.

```
15
C4H5N4O2 (ωB97M-V/def2-TZVPD)
C 1.82 0.86 -0.70
C 0.55 -1.70 1.50
C 0.96 -0.50 1.06
C 1.12 -0.27 -0.38
N 2.30 1.89 -0.90
N -2.36 1.56 -1.03
N -1.41 0.86 -0.43
N -0.87 -0.22 -1.06
O -0.85 -0.43 -2.30
O -2.95 2.30 -0.25
H 0.22 -2.01 2.46
H 0.46 -2.35 0.62
H 1.18 0.20 1.83
H 1.19 -1.15 -0.98
H -1.34 0.96 0.56
```

=====

This record from the Open Molecules 2025 dataset describes C4H5NO in the gas phase. The level of theory is ωB97M-V/def2-TZVPD.

The structure (SMILES) is C[C@H]1O[C@H]1C#N. As for the LUMO energy: 0.656 eV. The HOMO energy comes out at -10.36 eV.

```
11
C4H5NO (ωB97M-V/def2-TZVPD)
C 0.66 0.92 0.76
C 0.62 -0.10 -0.33
O 0.30 -1.45 -0.21
C -0.63 -0.51 -0.98
C -1.75 -0.70 -0.09
N -1.97 -1.26 0.91
H 1.56 0.78 1.37
H 0.73 1.89 0.25
H -0.23 0.92 1.40
H 1.45 -0.08 -1.02
H -0.75 -0.42 -2.07
```

=====

This record from the Open Molecules 2025 dataset describes C4H5NO in the gas phase. The level of theory is ωB97M-V/def2-TZVPD.

The structure (SMILES) is N#CC[C@H]1CO1. As for the LUMO energy: 0.877 eV. The HOMO energy comes out at -10.99 eV.

```
11
C4H5NO (ωB97M-V/def2-TZVPD)
N 2.69 0.78 0.20
C 1.84 0.01 0.02
C 0.68 -0.86 -0.16
C -0.50 -0.17 0.50
C -1.23 0.86 -0.24
O -1.79 -0.43 -0.01
H 0.88 -1.84 0.29
H 0.49 -1.01 -1.22
H -0.42 -0.09 1.59
H -1.69 1.69 0.30
H -0.95 1.06 -1.27
```

=====

This record from the Open Molecules 2025 dataset describes C4H5NO in the gas phase. The level of theory is ωB97M-V/def2-TZVPD.

As for the LUMO energy (spin up / spin down): -0.292 / -1.407 eV. The HOMO energy (spin up / spin down) comes out at -8.89 / -9.20 eV.

```
11
C4H5NO (ωB97M-V/def2-TZVPD)
C -1.34 -0.05 -0.12
C 0.16 0.01 0.07
C 0.97 -1.19 0.18
O 2.14 -1.30 -0.10
N 1.83 1.22 -0.59
C 0.79 1.31 0.08
H -1.74 -1.04 0.13
H -1.85 0.70 0.51
H -1.62 0.16 -1.15
H 0.41 -2.04 0.63
H 0.25 2.22 0.36
```

=====

This record from the Open Molecules 2025 dataset describes C4H5NO in the gas phase. The level of theory is ωB97M-V/def2-TZVPD.

The structure (SMILES) is CC(=O)C#CN. As for the LUMO energy: 0.649 eV. The HOMO energy comes out at -9.21 eV.

```
11
C4H5NO (ωB97M-V/def2-TZVPD)
C 1.31 -1.47 0.59
C 1.24 0.04 0.44
O 2.22 0.75 0.57
C -0.06 0.58 0.13
C -1.11 1.09 -0.21
N -2.26 1.69 -0.54
H 0.74 -1.97 -0.19
H 0.89 -1.76 1.56
H 2.36 -1.77 0.55
H -2.18 2.65 -0.83
H -2.93 1.14 -1.06
```

=====

This record from the Open Molecules 2025 dataset describes C4H5NO in the gas phase. The level of theory is ωB97M-V/def2-TZVPD.

The structure (SMILES) is Nc1ccco1. As for the LUMO energy: 0.580 eV. The HOMO energy comes out at -8.42 eV.

```
11
C4H5NO (ωB97M-V/def2-TZVPD)
N -1.80 0.50 -0.12
C -0.80 -0.26 0.55
C -0.11 -1.20 -0.17
C 1.18 -0.64 -0.38
C 1.22 0.52 0.35
O 0.10 0.67 1.07
H -2.14 1.22 0.51
H -1.09 1.02 -0.69
H -0.54 -2.06 -0.67
H 1.92 -0.97 -1.09
H 1.95 1.29 0.48
```

=====

Which total energy belongs to each record? In order, -10741.224 -10744.765 -10741.921 -10744.723 -10741.322 -10743.316 -10744.417 -10742.017 -12788.539 -12788.934 -14834.185 -16884.949 -21578.005 -19531.207 -14278.484 -7763.413 -7764.941 -7762.660 -7764.690 -7763.913 eV.